No. 1
An isolated molecule of C9H7N3, computed with the ωB97M-V functional and the def2-TZVPD basis.

Structure (XYZ):
```
19
C9H7N3 the ωB97M-V functional and the def2-TZVPD basis
C -4.060 1.107 0.283
C -3.486 -0.132 0.033
C -2.108 -0.412 -0.183
C -2.085 -1.859 -0.287
C 0.363 -1.044 -1.463
C 1.164 -0.731 -0.477
C -0.993 0.663 -0.151
C 0.199 0.394 -1.077
C 2.098 -0.646 0.648
N -4.503 2.171 0.362
N -3.240 -2.377 -0.093
N -4.101 -1.388 0.064
H -1.442 1.631 -0.412
H -0.758 0.708 0.848
H 0.601 1.179 -1.664
H 2.356 -1.555 0.997
H 1.535 -0.150 1.360
H 2.923 -0.075 0.288
H -5.023 -1.507 0.222
```

**E**: -13907.96072 eV
**Energy relative to the best compared isomer or geometry (same formula, charge and spin)**: 849.59 kJ/mol
**Kohn-Sham gap (spin up / spin down)**: 8.13 / 7.77 eV
**Spin multiplicity**: 1
**Total charge**: 0



No. 2
A cluster of 2 separate species, C2H3F3S in total, computed with the ωB97M-V functional and the def2-TZVPD basis.

Structure (XYZ):
```
9
C2H3F3S the ωB97M-V functional and the def2-TZVPD basis
C 0.058 -1.208 0.174
C 0.857 -0.077 -0.151
F 2.092 -0.314 -0.691
F -1.711 1.805 0.669
F 0.941 1.133 0.399
S -0.629 -0.203 -1.227
H -0.446 -1.059 1.139
H 0.515 -2.208 -0.117
H -1.676 2.131 -0.196
```

**E**: -21109.06568 eV
**Energy relative to the best compared isomer or geometry (same formula, charge and spin)**: 172.00 kJ/mol
**Kohn-Sham gap**: 10.15 eV
**Spin multiplicity**: 1
**Total charge**: 0
**SMILES**: FC1(F)CS1.F



No. 3
A cluster of 3 separate species, C26H46N3O12P2S in total, computed with the ωB97M-V functional and the def2-TZVPD basis.

Structure (XYZ):
```
90
C26H46N3O12P2S the ωB97M-V functional and the def2-TZVPD basis
C -0.284 2.753 -4.195
C -1.505 1.947 -3.712
C -2.212 2.479 -2.629
C -3.323 1.785 -2.157
C -3.684 0.569 -2.748
C -2.956 0.031 -3.800
C -3.360 -1.332 -4.401
N -4.398 -1.972 -3.579
C -5.541 -2.421 -4.365
C -6.606 -1.269 -4.393
S -7.493 -1.400 -2.813
C -8.643 -0.072 -2.717
N -8.936 0.912 -3.501
N -9.922 1.608 -2.814
C -10.139 1.028 -1.702
O -9.353 -0.088 -1.561
C -3.881 -2.998 -2.701
O -3.824 -4.297 -3.322
C -2.494 -2.656 -2.060
O -1.484 -3.147 -2.628
O -2.400 -1.937 -1.035
C -1.857 0.742 -4.302
H -0.347 2.892 -5.283
H -0.300 3.739 -3.709
H 0.643 2.241 -3.895
H -1.915 3.414 -2.151
H -3.921 2.159 -1.325
H -4.560 0.079 -2.324
H -3.834 -1.100 -5.377
H -2.494 -1.976 -4.618
H -6.020 -3.250 -3.817
H -5.280 -2.713 -5.393
H -6.049 -0.329 -4.518
H -7.320 -1.418 -5.216
H -10.842 1.332 -0.935
H -4.597 -3.091 -1.854
H -3.890 -4.914 -2.585
H -1.285 0.349 -5.147
O 0.151 -3.169 5.895
P 0.430 -2.530 4.571
O 1.504 -1.355 4.967
C 2.826 -1.734 5.329
C 3.682 -1.997 4.102
O -0.924 -1.605 4.430
C -2.145 -1.991 5.053
C -2.374 -1.182 6.314
O 0.712 -2.332 2.962
C 0.158 -3.329 2.051
C -1.262 -2.999 1.645
H 2.804 -2.612 5.983
H 3.249 -0.907 5.902
H 3.331 -2.879 3.563
H 4.725 -2.162 4.384
H 3.631 -1.156 3.410
H -2.162 -3.061 5.260
H -2.949 -1.789 4.341
H -1.544 -1.294 7.013
H -3.295 -1.493 6.813
H -2.447 -0.120 6.074
H 0.216 -4.322 2.506
H 0.797 -3.332 1.168
H -1.959 -3.208 2.461
H -1.566 -3.599 0.788
H -1.362 -1.947 1.389
O 5.892 3.994 2.106
P 6.332 3.215 0.908
O 5.798 4.138 -0.332
C 6.456 5.373 -0.601
C 7.726 5.163 -1.407
O 5.169 2.055 0.897
C 4.522 1.649 2.107
C 3.144 2.268 2.200
O 7.240 2.271 -0.114
C 8.174 1.342 0.482
C 7.509 0.017 0.809
H 6.672 5.898 0.335
H 5.757 5.987 -1.170
H 8.477 4.629 -0.821
H 8.151 6.120 -1.715
H 7.524 4.563 -2.294
H 5.130 1.891 2.980
H 4.426 0.561 2.074
H 3.195 3.357 2.147
H 2.654 1.986 3.134
H 2.523 1.938 1.366
H 8.629 1.782 1.373
H 8.967 1.183 -0.250
H 6.874 0.106 1.691
H 8.260 -0.747 1.019
H 6.880 -0.316 -0.015
```

**E**: -86162.76962 eV
**Kohn-Sham gap**: 5.61 eV
**Spin multiplicity**: 1
**Total charge**: -1



No. 4
A cluster of 13 separate species, C53H128N4O13 in total, computed with the ωB97M-V functional and the def2-TZVPD basis.

Structure (XYZ):
```
198
C53H128N4O13 the ωB97M-V functional and the def2-TZVPD basis
C 6.400 2.640 -6.596
C 4.977 2.507 -6.015
C 4.200 3.797 -6.110
C 3.775 4.167 -7.546
C 3.017 3.003 -8.219
C 3.703 1.595 -8.081
N 4.224 1.391 -6.714
O 4.790 0.160 -6.565
C 2.553 0.588 -8.501
C 4.833 1.479 -9.074
C 5.086 2.248 -4.493
H 7.152 3.121 -5.970
H 6.382 3.148 -7.560
H 6.723 1.619 -6.800
H 3.310 3.706 -5.488
H 4.863 4.578 -5.738
H 4.673 4.382 -8.124
H 3.216 5.103 -7.530
H 2.860 3.346 -9.241
H 2.046 3.020 -7.723
H 1.774 0.605 -7.739
H 1.990 0.920 -9.374
H 2.886 -0.448 -8.560
H 5.233 2.449 -9.366
H 5.574 0.716 -8.836
H 4.487 1.029 -10.005
H 4.178 1.989 -3.949
H 5.501 3.101 -3.956
H 5.815 1.446 -4.375
H 4.028 -0.225 -6.127
C -0.260 0.224 1.414
C -0.254 0.046 -0.098
C -1.142 -1.214 -0.345
C -1.573 -1.392 -1.809
C -2.131 -0.100 -2.337
C -1.329 1.194 -2.095
N -0.829 1.268 -0.710
O -0.063 2.358 -0.434
C -0.269 1.301 -3.189
C -2.386 2.321 -2.254
C 1.173 -0.242 -0.639
H -1.217 0.624 1.749
H 0.491 0.928 1.773
H -0.125 -0.741 1.902
H -0.548 -2.103 -0.134
H -2.061 -1.307 0.233
H -2.246 -2.238 -1.946
H -0.737 -1.705 -2.434
H -3.197 -0.014 -2.128
H -2.206 -0.290 -3.408
H 0.314 0.411 -3.426
H -0.696 1.747 -4.088
H 0.498 2.019 -2.900
H -3.199 2.088 -1.567
H -1.882 3.266 -2.054
H -2.756 2.589 -3.244
H 1.880 0.582 -0.536
H 1.152 -0.536 -1.688
H 1.692 -1.008 -0.064
H -0.667 2.857 0.121
C -2.043 -4.341 10.278
C -1.674 -4.721 8.853
C -2.908 -4.507 7.884
C -3.167 -3.111 7.539
C -1.926 -2.542 6.857
C -0.635 -2.611 7.767
N -0.517 -3.968 8.320
O 0.646 -4.172 9.053
C 0.548 -2.378 6.724
C -0.684 -1.508 8.848
C -1.258 -6.204 8.815
H -2.313 -3.304 10.479
H -1.162 -4.448 10.911
H -2.879 -4.926 10.662
H -2.727 -5.084 6.977
H -3.794 -4.997 8.289
H -3.429 -2.617 8.474
H -3.975 -3.002 6.815
H -2.190 -1.516 6.602
H -1.756 -3.085 5.927
H 1.492 -2.492 7.258
H 0.520 -3.119 5.926
H 0.577 -1.376 6.296
H -0.431 -0.505 8.506
H -1.630 -1.472 9.389
H 0.093 -1.721 9.582
H -0.963 -6.430 7.790
H -2.185 -6.760 8.957
H -0.518 -6.370 9.599
H 0.599 -3.742 9.910
C 5.393 4.521 7.038
C 4.910 3.540 5.965
C 4.509 4.408 4.764
C 4.321 3.631 3.463
C 5.537 2.751 3.273
C 5.898 1.778 4.410
N 6.026 2.625 5.614
O 6.568 1.920 6.709
C 4.848 0.591 4.568
C 7.296 1.199 4.084
C 3.592 2.908 6.489
H 5.839 3.989 7.878
H 4.662 5.290 7.284
H 6.250 5.066 6.642
H 3.510 4.794 4.968
H 5.168 5.267 4.641
H 4.233 4.345 2.644
H 3.429 3.006 3.498
H 6.411 3.377 3.093
H 5.323 2.130 2.404
H 4.808 0.182 5.577
H 3.831 0.867 4.288
H 5.192 -0.186 3.886
H 7.257 0.450 3.293
H 8.057 1.921 3.788
H 7.654 0.696 4.982
H 2.944 3.550 7.085
H 4.001 2.187 7.197
H 2.974 2.252 5.875
H 7.381 2.387 6.917
C -1.826 -2.654 -7.286
C -2.424 -1.400 -7.913
O -3.797 -1.386 -7.950
H -2.123 -2.616 -6.238
H -0.737 -2.622 -7.281
H -2.146 -3.600 -7.724
H -1.978 -1.107 -8.864
H -2.086 -0.569 -7.294
H -4.055 -0.603 -8.443
C -5.983 0.087 2.032
C -4.982 1.223 2.359
O -5.578 2.519 2.409
H -5.312 -0.771 1.988
H -6.424 0.185 1.040
H -6.724 -0.125 2.804
H -4.284 1.230 1.522
H -4.500 1.068 3.325
H -4.812 3.097 2.378
C -2.587 -6.770 -1.575
C -2.177 -8.213 -1.791
O -1.203 -8.181 -2.758
H -1.715 -6.120 -1.497
H -3.077 -6.635 -0.610
H -3.068 -6.370 -2.468
H -3.017 -8.843 -2.083
H -1.745 -8.550 -0.849
H -1.650 -8.122 -3.606
C -7.986 -3.400 -3.102
C -7.067 -2.442 -3.896
O -6.411 -3.165 -4.964
H -8.696 -3.843 -3.800
H -8.558 -2.917 -2.310
H -7.386 -4.166 -2.612
H -6.292 -2.027 -3.251
H -7.629 -1.633 -4.363
H -5.914 -2.605 -5.565
C -0.450 -6.371 2.721
C -0.565 -7.819 3.273
O 0.780 -8.264 3.470
H -1.444 -6.008 2.461
H 0.211 -6.391 1.854
H 0.017 -5.777 3.506
H -1.015 -8.423 2.486
H -1.233 -8.024 4.109
H 1.093 -7.771 4.232
C -1.257 4.805 4.177
C -2.011 5.761 3.302
O -2.392 5.239 2.059
H -0.986 5.301 5.109
H -0.389 4.446 3.624
H -1.804 3.902 4.449
H -1.365 6.631 3.184
H -2.841 6.233 3.828
H -2.440 5.931 1.395
C -6.073 2.427 -6.901
C -6.275 2.916 -8.328
O -5.520 2.065 -9.125
H -5.037 2.455 -6.563
H -6.328 1.369 -6.850
H -6.703 3.055 -6.271
H -5.991 3.968 -8.352
H -7.325 2.864 -8.618
H -5.696 2.318 -10.035
C 0.409 7.358 -1.495
C -0.711 8.445 -1.579
O -1.914 8.038 -0.916
H 0.073 6.349 -1.734
H 0.846 7.313 -0.497
H 1.183 7.486 -2.252
H -1.031 8.683 -2.594
H -0.388 9.446 -1.291
H -2.552 8.639 -1.307
C 1.362 -5.415 -4.281
O 2.327 -4.360 -4.514
H 0.347 -5.027 -4.197
H 1.429 -6.029 -5.179
H 1.545 -5.871 -3.308
H 2.857 -4.377 -3.714
```

**E**: -89604.01643 eV
**Kohn-Sham gap**: 8.38 eV
**Spin multiplicity**: 1
**Total charge**: 0



No. 5
A cluster of 2 separate species, C5H7O3 in total, computed with the ωB97M-V functional and the def2-TZVPD basis.

Structure (XYZ):
```
15
C5H7O3 the ωB97M-V functional and the def2-TZVPD basis
O -3.456 0.263 -0.990
C -2.525 0.574 -0.219
O -2.592 1.262 0.825
C -1.134 -0.106 -0.478
C -0.057 0.087 0.579
C 1.285 -0.610 0.496
C 2.369 0.150 -0.149
O 3.535 0.051 0.183
H -1.262 -1.204 -0.610
H -0.873 0.163 -1.527
H 0.040 1.207 0.655
H -0.424 -0.193 1.554
H 1.421 -1.535 -0.870
H 1.633 -1.018 1.433
H 2.039 0.909 -0.881
```

**E**: -11440.00834 eV
**Energy relative to the best compared isomer or geometry (same formula, charge and spin)**: 234.01 kJ/mol
**Kohn-Sham gap**: 7.43 eV
**Spin multiplicity**: 1
**Total charge**: -1



No. 6
A cluster of 7 separate species, C60H76B2FN10O19 in total, computed with the ωB97M-V functional and the def2-TZVPD basis.

Structure (XYZ):
```
168
C60H76B2FN10O19 the ωB97M-V functional and the def2-TZVPD basis
C 3.191 4.677 1.918
C 2.708 3.906 1.160
C 2.186 2.908 0.224
C 1.949 1.546 0.927
C 2.525 0.358 0.146
N 3.261 -0.660 0.982
B 4.597 -0.109 1.570
C 5.190 1.258 1.131
O 5.153 -0.873 2.543
C 3.770 -1.719 -0.052
O 4.957 -1.308 -0.661
C 4.819 -0.807 -1.997
C 4.916 -1.878 -3.063
N 3.596 -2.453 -3.341
C 2.710 -1.509 -3.999
C 1.313 -2.043 -4.335
C 1.064 -3.496 -3.986
O 0.422 -1.205 -3.580
C 3.961 -3.011 0.694
B 3.867 -4.368 -0.113
O 2.797 -4.558 -0.954
N 4.862 -5.370 0.144
C 6.254 -4.966 -0.145
C 4.546 -6.710 -0.374
C 3.052 -2.907 1.962
C 2.420 -1.495 1.880
C 0.935 -1.618 1.461
C 0.594 -2.457 0.246
C -0.931 -2.553 0.153
C -1.575 -1.203 -0.160
O -2.773 -1.347 -0.897
C -3.845 -1.889 -0.142
C 2.344 -0.914 3.289
O 2.345 0.271 3.477
N 2.251 -1.851 4.376
C 2.696 -1.272 5.596
O 3.754 -1.459 6.055
F 1.779 -0.510 6.195
H 3.698 5.353 2.573
H 1.260 3.298 -0.195
H 2.895 2.827 -0.599
H 2.362 1.619 1.922
H 0.872 1.420 1.014
H 1.746 -0.151 -0.413
H 3.226 0.729 -0.593
H 6.203 1.355 1.515
H 4.594 2.083 1.526
H 5.250 1.359 0.048
H 6.044 -1.173 2.326
H 3.014 -1.865 -0.824
H 5.603 -0.068 -2.151
H 3.877 -0.282 -2.125
H 5.339 -1.406 -3.959
H 5.596 -2.676 -2.769
H 3.738 -3.266 -3.926
H 2.516 -0.670 -3.340
H 3.159 -1.072 -4.897
H 1.105 -1.870 -5.393
H 1.264 -3.698 -2.938
H 1.707 -4.153 -4.576
H 0.046 -3.776 -4.252
H -0.479 -1.530 -3.686
H 4.977 -2.996 1.090
H 3.023 -5.005 -1.775
H 6.713 -5.692 -0.810
H 6.853 -4.979 0.769
H 6.324 -3.960 -0.550
H 3.482 -6.908 -0.326
H 4.880 -6.817 -1.411
H 5.086 -7.453 0.209
H 3.745 -3.009 2.783
H 2.295 -3.680 2.006
H 0.398 -1.984 2.335
H 0.558 -0.609 1.290
H 0.939 -2.013 -0.687
H 0.987 -3.468 0.296
H -1.326 -3.011 1.059
H -1.177 -3.219 -0.676
H -0.916 -0.591 -0.774
H -1.848 -0.688 0.765
H -4.717 -1.242 -0.200
H -3.609 -2.015 0.911
H -4.145 -2.868 -0.521
H 1.272 -2.128 4.455
C -1.214 3.987 -3.632
C -0.205 4.676 -2.969
C 1.072 4.147 -2.908
C 1.316 2.931 -3.524
C 0.329 2.236 -4.198
C -0.948 2.771 -4.247
N 2.667 2.358 -3.447
O 3.506 2.954 -2.802
O 2.870 1.296 -4.004
H -2.213 4.400 -3.668
H -0.415 5.624 -2.494
H 1.860 4.670 -2.387
H 0.537 1.284 -4.662
H -1.732 2.226 -4.748
C -3.153 -3.548 -8.735
C -2.677 -3.673 -7.436
C -2.363 -2.543 -6.700
C -2.536 -1.301 -7.282
C -3.003 -1.156 -8.574
C -3.312 -2.292 -9.304
N -2.224 -0.095 -6.502
O -1.782 -0.238 -5.375
O -2.422 0.982 -7.019
H -3.402 -4.433 -9.305
H -2.555 -4.652 -6.994
H -1.996 -2.632 -5.689
H -3.124 -0.176 -9.016
H -3.679 -2.194 -10.316
C -8.455 2.271 -8.478
C -8.646 1.502 -9.618
C -7.593 1.276 -10.488
C -6.360 1.827 -10.195
C -6.148 2.600 -9.069
C -7.209 2.821 -8.206
N -5.232 1.576 -11.106
O -5.443 0.906 -12.095
O -4.151 2.045 -10.809
H -9.280 2.443 -7.800
H -9.617 1.076 -9.830
H -7.731 0.681 -11.378
H -5.175 3.021 -8.866
H -7.063 3.423 -7.320
C -1.972 -0.934 6.337
C -1.744 -0.686 4.985
C -2.803 -0.710 4.084
C -4.070 -0.986 4.559
C -4.310 -1.236 5.894
C -3.255 -1.209 6.785
N -5.228 -1.023 3.641
O -5.063 -0.839 2.446
O -6.302 -1.270 4.138
H -1.151 -0.905 7.040
H -0.744 -0.462 4.635
H -2.643 -0.511 3.037
H -5.310 -1.448 6.244
H -3.434 -1.397 7.835
C -5.092 3.639 10.413
C -3.990 4.406 10.057
C -3.309 4.140 8.881
C -3.752 3.104 8.080
C -4.844 2.325 8.417
C -5.516 2.598 9.596
N -3.043 2.829 6.824
O -2.078 3.528 6.582
O -3.470 1.925 6.126
H -5.624 3.854 11.330
H -3.662 5.214 10.694
H -2.450 4.732 8.596
H -5.167 1.521 7.771
H -6.374 2.003 9.875
C 3.218 2.566 7.090
C 3.918 3.550 7.778
C 3.266 4.692 8.210
C 1.916 4.824 7.947
C 1.203 3.862 7.257
C 1.864 2.727 6.829
N 1.206 6.022 8.429
O 1.856 6.862 9.012
O 0.012 6.089 8.219
H 3.729 1.671 6.759
H 4.973 3.425 7.982
H 3.799 5.461 8.748
H 0.151 3.989 7.058
H 1.320 1.966 6.294
```

**E**: -121306.01685 eV
**Kohn-Sham gap**: 8.93 eV
**Spin multiplicity**: 1
**Total charge**: +1